11
Properties=species:S:1:pos:R:3:forces:R:3:mulliken_charge:R:1 method="wB97M-V/def2-TZVPD" charge=+2 lumo_ev="-10.76 / -14.12" total_energy_ha=-1573.75550 spin_multiplicity=3 e_above_lowest_kj_mol=44.6 orbital_gap_ev="9.5 / 6.2"
Au -1.5190 -2.6734 0.9178 -9.50 -13.35 9.21 0.809
F 3.2069 -0.5300 0.7394 -2.57 1.09 2.13 -0.146
N 0.9804 0.4140 0.3473 -1.00 -0.44 0.13 -0.133
S 1.9952 0.2137 1.6335 3.36 0.76 -3.02 0.855
O 2.5563 1.5348 1.9634 -0.68 -1.31 0.26 -0.148
S -0.5496 -0.0113 0.3860 1.00 0.70 1.14 0.524
O -0.7115 -1.5493 0.1184 9.08 12.06 -9.33 -0.125
C -1.3356 0.5479 -1.2498 -1.15 1.86 -3.46 0.764
F -2.6483 0.5342 -1.0700 0.95 -0.41 0.79 -0.140
F -0.9432 1.7771 -1.5352 0.18 -0.96 0.92 -0.125
F -1.0316 -0.2577 -2.2507 0.32 0.01 1.21 -0.136


48
Properties=species:S:1:pos:R:3:forces:R:3:mulliken_charge:R:1 method="wB97M-V/def2-TZVPD" charge=+1 lumo_ev="-4.40 / -5.88" total_energy_ha=-4404.51390 spin_multiplicity=5 e_above_lowest_kj_mol=27.2 orbital_gap_ev="7.0 / 5.5"
Os -0.3648 0.0391 -0.5961 1.10 1.78 -0.04 1.796
C -0.2341 -0.0997 3.7096 -0.04 -0.12 -0.04 -0.932
C -0.6886 -1.3901 3.9506 0.02 0.06 0.04 -0.728
C -1.0609 -2.2160 2.8988 -0.04 -0.08 -0.09 -0.744
C -0.9693 -1.7536 1.5942 0.09 0.17 0.04 0.442
C -0.5277 -0.4372 1.3543 -0.22 0.00 -0.19 -0.138
C -0.1499 0.3794 2.4096 0.05 0.30 -0.03 0.276
C -1.2918 -2.5263 0.3997 0.04 0.06 -0.09 1.411
C -1.8417 -3.8112 0.4035 -0.04 -0.10 -0.03 -0.954
C -2.1468 -4.4209 -0.7820 0.02 0.06 0.02 -0.683
C -1.9082 -3.7645 -2.0064 0.12 0.20 0.11 1.023
C -2.2278 -4.3449 -3.2524 -0.01 -0.02 -0.05 -0.843
C -1.9755 -3.6740 -4.4153 -0.04 -0.10 0.00 -0.638
C -1.3839 -2.3994 -4.3750 0.01 0.01 0.06 -0.868
C -1.0641 -1.8089 -3.1812 0.02 0.12 0.15 -0.944
C -1.3251 -2.4752 -1.9691 -0.08 -0.18 -0.35 1.244
N -1.0273 -1.8829 -0.7561 -0.08 -0.48 -0.01 -0.136
H 0.0556 0.5380 4.5334 0.00 0.00 0.01 0.461
H -0.7477 -1.7585 4.9656 -0.02 0.00 -0.01 0.411
H -1.4171 -3.2165 3.1049 0.03 0.00 0.02 0.416
H 0.2073 1.3861 2.2296 -0.01 -0.02 -0.02 0.237
H -2.0371 -4.3045 1.3431 0.01 0.02 0.01 0.386
H -2.5828 -5.4122 -0.7945 -0.01 0.00 0.02 0.462
H -2.6767 -5.3298 -3.2630 0.00 0.00 -0.01 0.422
H -2.2260 -4.1186 -5.3683 0.01 -0.01 0.01 0.417
H -1.1716 -1.8799 -5.2995 -0.02 0.02 0.01 0.445
H -0.5915 -0.8344 -3.1760 -0.01 -0.03 -0.09 0.331
Br 3.0709 5.5737 4.1037 -0.10 -0.07 -0.13 -0.156
C 1.9884 4.8616 2.7200 0.11 0.08 0.16 0.013
C 2.4583 3.7905 1.9761 0.02 -0.08 -0.08 -0.728
C 1.6571 3.2629 0.9750 -0.08 -0.03 0.08 0.159
C 0.4110 3.8245 0.7197 -0.28 -0.41 -0.31 0.707
C -0.0417 4.9111 1.4578 0.08 0.02 0.00 -0.680
C 0.7455 5.4265 2.4741 -0.04 0.02 -0.03 -0.456
C -0.4810 3.2886 -0.3728 0.41 1.94 0.53 -0.118
O -1.1629 4.0039 -1.0503 -0.10 -0.70 0.03 -0.533
O -0.4235 1.9663 -0.5075 0.10 -2.38 -0.18 -0.861
H 3.4364 3.3720 2.1689 0.00 0.04 0.03 0.491
H 2.0107 2.4249 0.3855 0.01 0.06 0.08 0.320
H -1.0065 5.3439 1.2310 0.00 0.02 0.00 0.472
H 0.4011 6.2640 3.0642 0.02 0.00 0.01 0.446
Cl 3.8176 2.1903 -1.8477 0.06 0.00 -0.05 -0.125
C 3.4954 0.4630 -2.1396 -0.27 0.02 0.04 -0.512
C 2.1291 0.1868 -1.5545 0.65 -0.02 0.09 0.752
O 1.1003 0.3181 -2.2827 -0.91 -0.21 0.26 -0.718
O 2.0185 -0.1202 -0.3427 -0.64 0.04 0.02 -0.705
H 4.2537 -0.1212 -1.6301 0.01 -0.01 0.00 0.329
H 3.4967 0.2852 -3.2098 0.03 0.01 -0.01 0.332


17
Properties=species:S:1:pos:R:3:forces:R:3:mulliken_charge:R:1 method="wB97M-V/def2-TZVPD" charge=+2 lumo_ev="-9.88 / -9.89" total_energy_ha=-997.10793 spin_multiplicity=3 e_above_lowest_kj_mol=168.8 orbital_gap_ev="4.7 / 5.1"
O 4.7920 4.5395 -1.4888 -1.05 -0.93 0.27 -0.133
C 4.0375 3.6965 -1.3316 2.43 2.41 -0.59 0.707
O 3.2950 2.8033 -1.1948 -1.71 -2.01 0.42 -0.374
O 1.5453 -0.5189 -0.1989 0.68 2.49 0.89 -0.609
Mg 2.2025 1.1524 -0.8523 0.08 -0.07 0.24 1.490
O -2.9227 0.8601 1.9387 0.27 0.28 -0.04 -0.711
C -2.6139 0.1724 0.9445 -3.03 0.45 0.15 0.863
O -3.2965 0.0851 -0.1038 0.78 0.14 -0.36 -0.711
O -1.5704 -0.6793 1.1052 1.77 1.43 -0.28 -0.277
C -0.9373 -1.1355 -0.0738 -0.37 1.22 0.08 -0.624
C 0.7145 -2.6217 0.4800 2.49 -0.31 2.49 -0.869
C 0.6472 -1.2097 0.3018 -4.05 -4.60 -4.27 1.032
Hg -5.1254 1.7591 0.9197 0.91 -0.60 0.16 0.728
H -1.6662 -1.9013 -0.3886 1.61 -1.85 0.44 0.391
H -0.9310 -0.7401 -1.1025 -0.28 2.15 0.47 0.374
H 0.6481 -3.3094 -0.3647 -0.49 0.34 0.13 0.370
H 1.1813 -2.9524 1.4097 -0.04 -0.53 -0.21 0.354


93
Properties=species:S:1:pos:R:3:forces:R:3:mulliken_charge:R:1 method="wB97M-V/def2-TZVPD" charge=-1 lumo_ev=2.15 total_energy_ha=-3893.42758 e_above_lowest_kj_mol=5.0 orbital_gap_ev=6.3
K -0.5594 0.8958 -0.1087 -0.09 -0.04 0.02 0.815
N 1.7922 -0.9036 0.0294 0.05 0.00 -0.09 0.041
C 2.7607 -0.7872 1.0361 -0.06 0.04 0.09 0.108
C 4.1174 -0.8644 0.7162 0.08 -0.03 -0.10 -0.513
C 5.0875 -0.7690 1.6947 -0.03 0.00 0.06 -0.716
C 4.7253 -0.6044 3.0279 -0.05 0.00 -0.04 -0.821
C 3.3809 -0.5026 3.3457 0.11 0.01 0.03 -0.139
C 2.3895 -0.5635 2.3698 0.00 -0.10 0.06 0.684
P 0.6221 -0.2800 2.7582 -0.06 0.14 -0.04 1.084
C 0.3679 -1.2095 4.3091 0.03 0.05 0.05 -0.172
C 0.6779 -0.7143 5.5751 0.01 0.00 0.01 -0.049
C 0.4454 -1.4836 6.7057 0.00 0.00 -0.02 -0.760
C -0.1011 -2.7543 6.5815 -0.01 0.00 0.01 -0.691
C -0.4215 -3.2493 5.3257 0.00 -0.01 0.02 -0.178
C -0.1946 -2.4793 4.1940 -0.01 -0.02 -0.03 0.089
C 0.6739 1.4632 3.3309 0.00 0.00 0.00 0.360
C -0.4567 1.9668 3.9782 -0.02 -0.02 -0.02 -0.585
C -0.5539 3.3091 4.2986 0.01 0.00 0.02 -0.677
C 0.4748 4.1811 3.9670 0.02 -0.03 -0.02 -0.597
C 1.5965 3.6963 3.3136 -0.03 0.05 0.01 -0.651
C 1.6966 2.3478 2.9964 0.03 -0.04 0.00 -0.629
H 2.1915 -1.2602 -0.8293 -0.01 0.00 -0.01 0.340
H 1.0060 -1.5158 0.2833 -0.01 0.02 -0.01 -0.527
H 4.4013 -1.0325 -0.3176 0.01 0.01 0.01 0.349
H 6.1324 -0.8443 1.4198 0.00 0.00 -0.01 0.343
H 5.4791 -0.5524 3.8022 0.00 0.00 0.01 0.429
H 3.0865 -0.3599 4.3793 0.01 0.00 -0.01 0.302
H 1.0862 0.2847 5.6795 -0.01 -0.02 0.00 0.392
H 0.6868 -1.0861 7.6839 0.00 -0.01 0.01 0.393
H -0.2877 -3.3534 7.4643 0.00 0.00 0.00 0.374
H -0.8602 -4.2337 5.2221 -0.01 -0.01 0.01 0.450
H -0.4667 -2.8540 3.2103 0.00 0.01 0.00 -0.075
H -1.2746 1.2969 4.2174 0.00 0.01 0.01 0.519
H -1.4443 3.6809 4.7896 -0.01 -0.01 0.00 0.379
H 0.3907 5.2348 4.1997 0.01 0.00 0.00 0.363
H 2.3970 4.3705 3.0355 0.00 0.00 0.01 0.394
H 2.5800 1.9860 2.4846 0.00 0.00 0.00 0.301
C -3.8301 1.5448 2.7287 -0.01 -0.06 0.05 -1.352
C -3.4659 1.0570 1.3622 0.04 0.01 -0.08 1.111
N -3.3279 -0.1739 1.0420 -0.03 -0.02 0.09 -0.131
O -3.6237 -1.0474 2.1011 0.00 0.02 0.01 -0.490
C -3.1442 2.0006 0.2743 -0.03 -0.07 0.04 -0.421
C -3.5011 1.6972 -1.1480 0.01 -0.01 -0.04 -0.766
N -2.2723 2.9178 0.5892 0.08 0.04 0.01 -0.247
O -1.6571 3.4853 -0.4138 0.03 0.04 0.00 -0.686
H -3.4373 0.8761 3.4933 -0.02 0.00 0.01 0.335
H -4.9185 1.5499 2.8297 0.00 0.03 0.01 0.352
H -3.4526 2.5559 2.8626 0.00 0.01 -0.03 0.315
H -3.2588 -1.8852 1.7765 0.02 -0.04 -0.05 0.238
H -4.3343 0.9987 -1.1963 0.00 0.00 0.00 0.329
H -2.6734 1.2632 -1.7269 -0.03 -0.01 -0.01 0.091
H -3.7421 2.6309 -1.6591 0.00 0.00 -0.01 0.308
C -3.1460 -6.5044 -1.4584 0.02 0.05 -0.07 -1.054
Si -1.3047 -6.3343 -1.8185 -0.03 -0.08 -0.03 0.381
C -0.6123 -8.0466 -2.2230 0.03 0.02 -0.02 -1.026
C -1.0994 -5.2552 -3.3440 -0.01 -0.01 -0.02 -1.078
Si -0.2900 -5.3237 0.0197 0.07 0.06 0.02 0.200
Te -1.2077 -3.0402 0.1878 -0.01 0.09 -0.01 -0.680
Si -0.8013 -6.5577 1.9339 -0.06 -0.05 0.00 0.335
C -0.8736 -8.4088 1.5538 0.05 0.00 0.06 -1.108
C -2.4661 -6.0145 2.6150 0.02 -0.02 0.06 -0.888
C 0.4956 -6.3320 3.2837 -0.05 -0.05 0.03 -0.925
Si 2.0293 -5.2017 -0.2099 0.05 -0.01 -0.03 0.153
C 2.4470 -4.2719 -1.7997 0.01 -0.02 0.02 -1.104
C 2.7859 -4.2702 1.2401 -0.03 0.01 0.01 -0.026
C 2.8630 -6.8967 -0.2859 -0.01 -0.01 0.00 -1.068
H -3.6882 -6.8592 -2.3397 0.00 0.00 0.00 0.385
H -3.5486 -5.5284 -1.1771 -0.02 -0.02 0.02 0.292
H -3.3384 -7.2017 -0.6411 0.01 -0.01 0.04 0.251
H -1.1646 -8.5073 -3.0474 -0.02 0.01 0.00 0.372
H -0.6644 -8.7182 -1.3642 0.01 0.00 -0.01 0.268
H 0.4343 -7.9719 -2.5290 0.01 -0.02 0.02 0.254
H -1.6673 -5.6585 -4.1875 -0.01 0.01 0.01 0.366
H -0.0520 -5.1837 -3.6464 0.00 0.01 0.02 0.253
H -1.4581 -4.2471 -3.1280 0.01 0.02 -0.02 0.257
H -1.6590 -8.6402 0.8324 -0.02 0.01 -0.03 0.243
H -1.0703 -8.9891 2.4602 0.00 0.01 0.01 0.392
H 0.0776 -8.7508 1.1365 -0.02 -0.02 -0.01 0.292
H -3.2649 -6.1876 1.8909 0.00 0.02 -0.02 0.295
H -2.4451 -4.9428 2.8261 -0.03 0.00 -0.01 0.140
H -2.7161 -6.5506 3.5358 0.01 0.00 -0.01 0.346
H 1.4468 -6.7780 2.9861 0.04 0.02 -0.01 0.306
H 0.1735 -6.8268 4.2056 0.00 0.01 0.00 0.377
H 0.6691 -5.2782 3.5071 0.03 0.01 -0.02 0.113
H 1.7960 -3.3999 -1.8933 -0.01 0.03 -0.03 0.236
H 2.2820 -4.8997 -2.6784 -0.02 -0.01 0.00 0.314
H 3.4909 -3.9438 -1.8135 -0.01 0.00 0.02 0.391
H 2.1922 -3.3886 1.4943 0.01 -0.04 0.00 -0.601
H 3.8014 -3.9383 1.0061 0.00 0.02 0.00 0.396
H 2.8368 -4.9008 2.1295 -0.02 -0.02 0.01 0.372
H 2.4887 -7.4913 -1.1221 -0.01 -0.01 0.01 0.246
H 2.6732 -7.4556 0.6342 -0.01 -0.02 -0.01 0.247
H 3.9468 -6.8014 -0.3980 0.00 0.02 0.00 0.374


76
Properties=species:S:1:pos:R:3:forces:R:3:mulliken_charge:R:1 method="wB97M-V/def2-TZVPD" charge=0 lumo_ev=-5.88 total_energy_ha=-9331.75156 orbital_gap_ev=1.0
O 8.3173 0.9150 2.3139 3.81 4.27 -5.86 -0.445
C 8.9697 1.5929 1.3538 -3.48 -2.38 4.63 -0.066
C 8.3274 3.0217 0.8004 -0.17 -0.85 -0.50 -0.362
N 7.0659 2.7401 -0.0090 -6.94 -2.37 -3.96 0.257
C 6.3862 1.4208 -0.3025 -1.28 4.93 -1.41 0.017
N 5.1617 1.6711 -1.1753 3.07 0.89 1.86 0.311
C 4.3979 0.4209 -1.5514 -0.34 -1.40 0.08 -0.861
C 2.7891 0.4678 -1.2385 -0.03 0.84 0.67 0.331
C 2.4134 0.5035 0.3760 0.40 0.66 -0.28 -0.472
C 1.1122 -0.4373 0.7119 3.01 -1.10 2.64 0.636
F 1.3576 -1.8367 0.2420 -1.50 4.46 1.31 -0.236
F 1.0203 -0.5310 2.2172 -0.38 0.18 -4.48 -0.298
C -0.3284 0.1642 0.2110 0.69 0.55 -3.52 0.803
F -1.1953 0.6442 1.3264 1.02 -1.62 -2.76 -0.202
F -1.0359 -0.9665 -0.4915 0.61 3.56 2.69 -0.247
F -0.2417 1.2710 -0.7695 -0.51 -4.19 3.96 -0.191
C 4.9798 3.1295 -1.5327 5.23 -1.60 4.15 -0.678
I 3.4152 3.9761 -2.8057 1.70 -0.90 1.36 0.147
C 6.2371 3.7941 -0.7170 -2.71 -1.62 -2.19 0.590
C 6.3834 5.4297 -0.8010 -0.31 0.41 1.08 -0.583
C 5.7546 6.0100 0.6357 0.58 -1.37 -0.21 -0.100
F 5.4538 7.4605 0.5899 0.76 -3.30 0.06 -0.311
H 9.9935 1.1640 0.9821 -1.91 1.19 0.39 0.323
H 9.0811 3.5485 0.0638 -2.45 -1.45 0.64 0.272
H 8.0660 3.7652 1.6695 -0.35 -2.03 -2.02 0.188
H 6.7361 0.3679 0.0733 -0.65 1.50 -0.38 0.207
H 4.8475 -0.4582 -0.8827 -0.92 1.99 -1.34 0.273
H 4.6219 0.0971 -2.6736 -0.71 1.00 2.27 0.262
H 2.2134 1.3652 -1.7270 1.36 -1.78 0.61 0.222
H 2.3280 -0.5186 -1.7263 1.40 2.54 1.66 0.019
H 2.1867 1.6333 0.6879 0.12 -2.55 -0.64 0.340
H 3.3627 0.1983 1.0318 -2.22 -0.07 -1.13 0.203
H 7.4895 5.8052 -0.9410 -2.21 -0.98 0.32 0.326
H 5.6999 5.9061 -1.6560 1.55 -1.54 1.71 0.272
H 4.7909 5.3650 0.8291 1.55 1.83 -0.35 0.227
H 6.5275 5.7116 1.4920 -1.67 1.33 -1.71 0.189
N -4.3863 -1.8092 0.1068 0.73 1.35 0.67 -0.228
S -3.9664 -3.1042 -0.6763 2.00 -5.15 -5.09 1.155
O -4.9897 -3.7680 -1.4766 0.96 1.44 2.21 -0.595
O -2.9706 -3.9748 -0.0620 -1.46 1.65 0.39 -0.537
F -3.0839 -2.4378 -1.8365 -0.44 0.71 1.01 -0.276
S -5.3525 -2.1450 1.3007 -2.81 -2.41 3.82 1.085
O -6.0318 -0.9748 1.8558 6.30 -3.04 -2.93 -0.479
O -4.9055 -3.1056 2.3017 0.19 1.36 -1.93 -0.582
F -6.5715 -2.9071 0.6086 1.06 0.72 0.07 -0.233
C -8.5711 2.1330 0.4339 -0.13 0.76 0.86 -1.093
C -8.5243 0.6266 0.5972 0.64 0.27 -7.06 1.077
O -9.4529 -0.0634 -0.2325 -0.01 1.81 4.07 -0.285
C -9.1147 -0.2976 -1.6283 3.26 -1.73 -2.24 0.143
O -7.9189 -0.8682 -1.7341 -1.70 1.18 -0.10 -0.717
C -9.2935 0.9766 -2.5462 -0.27 0.59 -0.02 0.719
F -10.3847 1.7023 -2.1634 0.35 -0.18 -0.07 -0.275
F -9.5281 0.6303 -3.8443 0.34 -0.09 1.10 -0.270
F -8.2455 1.8350 -2.5554 -0.31 -0.49 -0.03 -0.261
H -9.5989 2.4903 0.3207 0.15 -0.20 0.09 0.290
H -8.1174 2.6240 1.3017 -0.13 -0.05 -0.11 0.428
H -8.0045 2.4525 -0.4418 -0.05 -0.42 0.00 0.293
H -8.8352 0.4015 1.6245 -2.61 -0.18 3.25 -0.131
H -7.5039 0.2419 0.5041 -0.28 0.15 -1.71 -0.224
H -9.9783 -0.9043 -1.9410 -0.16 -0.24 0.28 0.204
Be -2.4847 -0.6312 1.0664 -0.82 -0.71 -0.32 0.547
C -2.7154 -7.7328 0.7959 1.34 -0.76 0.99 0.210
Cl -2.6473 -7.9329 2.5551 -0.18 0.25 -0.12 -0.088
Cl -2.1310 -9.1932 -0.0195 -0.60 0.66 2.81 -0.005
Cl -4.3655 -7.3485 0.2770 -0.45 0.70 -0.18 0.004
H -2.0645 -6.8996 0.5187 -0.43 -0.05 -0.10 0.252
Br -7.5847 0.1013 2.5981 -4.77 2.54 3.91 0.041
Be 1.7153 -1.5957 -2.6541 -0.86 -1.55 -1.37 -0.275
Cl 10.1153 4.0426 1.4753 5.17 2.19 2.48 -0.531
Cl -1.8847 -9.2574 -2.2551 0.30 -0.32 -3.29 -0.387
O 7.1271 -1.3397 0.8193 -0.19 -0.37 0.25 -0.531
P 6.2154 -1.8733 1.9363 -0.06 0.01 0.08 0.876
O 5.7902 -3.3135 1.6066 -0.01 0.83 -0.24 -0.500
O 4.9669 -0.9825 2.0475 0.19 -0.47 0.05 -0.455
O 6.9767 -1.8567 3.2720 -0.37 0.36 -0.70 -0.430
Al -6.3847 -8.7532 -0.4637 0.02 -0.16 -0.15 0.707